# 1
95
Properties=species:S:1:pos:R:3:forces:R:3 method="wB97M-V/def2-TZVPD" total_charge=-2 mol_weight_g_mol=1063.33 e_lumo_ev="3.8 / 3.8" de_lowest_kcal_mol=0.0 gap_ev="6.6 / 6.6" spin_multiplicity=2
Cu 0.962 -1.304 -1.852 -0.01 -0.09 0.26
O -4.030 -3.195 -4.091 -0.14 0.02 0.01
C -2.941 -2.979 -3.312 0.11 0.03 -0.02
C -2.974 -2.061 -2.263 0.00 -0.09 0.01
C -1.781 -1.768 -1.646 0.02 0.00 0.02
N -0.655 -2.360 -2.017 -0.04 0.01 -0.04
C -0.624 -3.318 -2.935 -0.01 0.01 0.05
C -1.774 -3.682 -3.603 0.03 0.04 0.03
C 0.788 -3.865 -3.186 -0.09 -0.01 -0.03
O 0.894 -4.878 -3.875 0.02 -0.05 -0.05
O 1.700 -3.188 -2.619 0.07 0.14 0.04
C -1.566 -0.733 -0.556 0.00 0.00 -0.08
O -2.535 -0.371 0.118 -0.18 -0.02 -0.10
O -0.357 -0.352 -0.429 0.11 -0.04 -0.21
H -4.495 -2.349 -4.165 0.04 0.06 -0.05
H -3.876 -1.532 -1.991 -0.01 0.01 0.00
H -1.736 -4.420 -4.391 0.00 -0.01 -0.01
N -4.284 5.437 -1.452 -0.04 0.04 0.05
C -3.865 4.343 -2.229 0.04 0.00 -0.01
C -3.518 3.138 -1.621 -0.01 -0.03 -0.02
C -3.113 2.059 -2.382 0.02 -0.10 -0.03
C -3.060 2.162 -3.766 -0.08 0.09 -0.05
C -3.420 3.349 -4.382 0.07 0.00 0.06
C -3.819 4.436 -3.617 0.01 -0.01 0.00
S -2.584 0.771 -4.758 0.11 0.11 -0.04
O -3.701 -0.156 -4.682 -0.03 -0.15 0.12
O -2.301 1.290 -6.087 -0.03 -0.03 0.04
N -1.328 0.218 -3.994 -0.16 -0.16 -0.03
C -0.148 -0.035 -4.569 0.12 0.04 0.02
S 0.332 0.407 -6.209 0.00 -0.03 -0.06
C 1.882 -0.312 -5.942 0.02 0.01 0.01
C 1.948 -0.816 -4.697 0.02 0.00 -0.01
N 0.827 -0.656 -3.923 -0.16 0.12 -0.03
H -3.943 5.399 -0.503 0.01 0.00 0.01
H -4.059 6.328 -1.869 0.00 -0.01 0.00
H -3.549 3.041 -0.543 0.02 0.04 0.05
H -2.820 1.140 -1.896 -0.02 -0.02 0.05
H -3.360 3.421 -5.459 -0.01 -0.01 -0.03
H -4.085 5.371 -4.099 -0.01 0.00 -0.01
H 2.634 -0.341 -6.711 0.02 -0.02 -0.02
H 2.779 -1.359 -4.272 0.03 0.00 0.01
F 4.342 -1.824 7.581 -0.03 -0.01 -0.01
C 4.767 -0.780 6.832 0.01 0.00 0.02
F 4.766 0.290 7.658 -0.02 0.01 -0.02
F 6.057 -1.034 6.536 0.02 -0.01 -0.04
C 3.923 -0.565 5.615 0.01 -0.01 0.02
C 4.286 -1.128 4.399 0.02 0.00 0.02
C 3.481 -0.940 3.285 -0.01 0.03 0.06
C 2.296 -0.206 3.374 0.08 -0.03 -0.11
C 1.944 0.341 4.606 -0.04 0.01 0.04
C 2.748 0.169 5.720 0.01 -0.02 0.00
P 1.314 -0.098 1.792 0.05 0.07 0.22
C 0.218 -1.521 2.189 -0.06 -0.03 -0.11
C 0.407 -2.667 1.424 0.03 0.02 -0.04
C -0.348 -3.807 1.661 -0.03 -0.04 0.03
C -1.299 -3.799 2.670 -0.02 -0.01 -0.02
C -1.498 -2.659 3.441 0.01 -0.02 0.03
C -0.737 -1.530 3.203 0.04 0.01 -0.01
C -2.154 -5.001 2.935 0.00 -0.02 -0.02
F -3.437 -4.817 2.558 -0.01 0.03 -0.01
F -1.722 -6.105 2.303 0.03 0.01 -0.02
F -2.202 -5.309 4.254 0.02 0.02 0.05
C 0.312 1.387 2.186 -0.02 0.06 -0.02
C 1.000 2.545 2.552 0.01 0.00 -0.01
C 0.336 3.740 2.761 -0.01 0.06 0.01
C -1.041 3.793 2.592 -0.06 0.01 -0.01
C -1.736 2.657 2.200 0.02 0.04 -0.02
C -1.066 1.463 1.988 0.13 -0.04 0.08
C -1.792 5.057 2.862 0.03 -0.04 0.04
F -2.333 5.080 4.107 -0.01 -0.02 0.01
F -1.020 6.157 2.777 0.06 0.05 -0.02
F -2.826 5.244 2.014 -0.04 -0.01 -0.06
H 5.201 -1.698 4.315 0.01 0.00 0.01
H 3.770 -1.365 2.331 -0.01 -0.04 -0.06
H 1.033 0.921 4.699 0.02 -0.02 0.00
H 2.466 0.607 6.669 0.00 0.00 0.00
H 1.149 -2.667 0.632 0.04 -0.02 0.01
H -0.199 -4.691 1.057 0.01 0.00 -0.02
H -2.245 -2.661 4.226 -0.01 0.01 0.00
H -0.890 -0.648 3.810 -0.03 0.04 0.01
H 2.078 2.515 2.672 0.00 0.01 0.00
H 0.885 4.629 3.040 0.00 0.00 0.00
H -2.805 2.706 2.038 -0.04 -0.03 -0.01
H -1.611 0.606 1.615 -0.06 0.04 0.04
O 2.360 1.643 -2.404 0.02 0.01 -0.07
C 3.063 0.794 -1.905 -0.06 0.02 0.08
C 4.567 0.966 -1.677 0.02 0.02 0.01
C 4.988 -0.331 -1.005 0.03 -0.01 -0.01
C 3.669 -1.066 -0.785 -0.12 -0.03 0.13
O 3.558 -2.068 -0.097 0.03 -0.04 0.04
N 2.652 -0.429 -1.428 0.11 -0.01 -0.19
H 4.726 1.850 -1.058 -0.01 -0.01 -0.01
H 5.041 1.148 -2.642 0.01 0.01 0.00
H 5.507 -0.213 -0.054 -0.02 0.01 0.00
H 5.608 -0.961 -1.646 0.01 0.00 0.03

# 2
77
Properties=species:S:1:pos:R:3:forces:R:3 method="wB97M-V/def2-TZVPD" mol_weight_g_mol=683.10 e_lumo_ev=-1.8 gap_ev=6.6 spin_multiplicity=1
C 4.016 -6.389 -2.478 -0.44 0.96 0.31
C 3.822 -5.376 -1.210 -1.28 -0.76 -1.10
P 5.457 -4.670 -0.564 0.70 -0.25 0.28
C 6.723 -5.028 -1.971 -0.43 1.43 -0.48
C 5.424 -2.768 -0.502 -0.06 3.34 -0.71
C 6.669 -2.025 0.091 -2.51 2.30 -1.18
C 6.707 -0.453 0.119 -2.71 -1.85 -1.32
Cl 8.172 0.374 0.814 -1.97 -1.19 -0.95
C 5.497 0.360 -0.451 -0.40 -2.50 -0.16
C 4.255 -0.429 -1.009 1.93 -1.40 0.81
C 4.212 -1.972 -1.051 3.10 2.43 1.49
C 2.956 0.337 -1.568 -0.74 -1.24 0.24
O 1.928 -0.352 -1.789 3.19 2.69 0.48
C 3.059 1.907 -1.753 2.08 0.47 1.06
C 4.183 2.632 -1.254 -2.01 -2.33 -0.99
C 5.427 1.941 -0.511 1.19 1.70 0.89
O 6.284 2.717 0.012 -3.02 -3.04 -1.88
H 4.408 -5.767 -3.361 -0.35 -1.21 1.28
H 2.968 -6.760 -2.787 1.79 0.32 0.61
H 4.720 -7.247 -2.190 -1.14 1.22 -0.68
H 3.304 -5.991 -0.379 1.04 1.21 -1.11
H 3.059 -4.600 -1.558 1.10 -0.87 0.59
H 6.819 -6.138 -2.201 -0.04 1.57 0.51
H 6.344 -4.454 -2.900 0.90 -1.05 1.25
H 7.704 -4.542 -1.614 -1.42 -0.99 -0.66
H 7.585 -2.587 0.506 -1.76 0.95 -0.75
H 3.297 -2.474 -1.497 1.45 0.78 0.75
H 2.202 2.457 -2.277 1.34 -1.06 0.92
H 4.175 3.757 -1.412 0.41 -1.65 0.50
O 0.924 0.172 3.312 -0.17 0.26 -0.05
C 0.419 1.276 3.202 0.46 -0.84 0.08
C 1.232 2.436 2.771 0.26 0.22 -0.12
C 2.582 2.256 2.468 0.18 0.12 -0.10
C 3.344 3.331 2.024 -0.12 -0.08 0.06
C 2.761 4.588 1.879 -0.22 -0.08 0.08
C 1.420 4.775 2.197 0.24 0.06 -0.09
C 0.654 3.700 2.649 0.34 0.02 -0.13
C -0.768 3.911 3.002 -0.36 0.97 -0.08
O -1.260 5.025 2.948 0.12 -0.34 0.02
C -1.586 2.748 3.413 -0.32 -0.24 0.10
C -2.938 2.927 3.713 -0.19 -0.15 0.03
C -3.722 1.835 4.068 0.21 0.08 0.00
C -3.160 0.561 4.124 0.23 0.09 0.12
C -1.811 0.382 3.839 -0.16 0.01 0.52
C -1.019 1.476 3.489 -0.30 -0.02 0.29
H 3.041 1.278 2.574 -0.20 0.06 0.03
H 4.393 3.190 1.784 -0.10 0.03 0.06
H 3.353 5.424 1.520 -0.06 -0.08 0.06
H 0.972 5.757 2.087 -0.09 -0.20 0.09
H -3.382 3.916 3.666 0.21 -0.08 -0.06
H -4.773 1.975 4.297 0.11 -0.01 -0.04
H -3.775 -0.292 4.392 0.07 0.08 -0.05
H -1.379 -0.613 3.888 0.10 0.20 -0.05
O -4.578 -1.180 -3.601 -0.16 0.15 0.23
C -5.090 -0.606 -2.655 0.44 -0.45 -0.72
C -6.507 -0.179 -2.713 -0.37 0.07 -0.11
C -7.265 -0.456 -3.852 -0.24 0.03 -0.06
C -8.607 -0.095 -3.898 0.18 -0.02 0.09
C -9.197 0.544 -2.810 0.19 0.01 0.11
C -8.440 0.838 -1.681 -0.21 -0.01 -0.17
C -7.091 0.482 -1.632 -0.29 -0.06 -0.26
C -6.290 0.815 -0.433 -0.36 0.50 0.77
O -6.787 1.441 0.488 0.12 -0.18 -0.24
C -4.880 0.371 -0.367 0.34 -0.05 0.12
C -4.124 0.648 0.773 0.19 -0.08 0.00
C -2.808 0.206 0.860 -0.07 0.05 -0.19
C -2.243 -0.513 -0.192 -0.21 0.02 -0.15
C -2.989 -0.778 -1.336 0.19 -0.01 0.16
C -4.308 -0.331 -1.428 0.28 -0.01 0.25
H -6.813 -0.958 -4.701 0.09 0.05 0.21
H -9.196 -0.315 -4.783 0.07 0.02 0.09
H -10.247 0.815 -2.842 0.12 -0.02 0.01
H -8.904 1.340 -0.838 0.22 -0.06 -0.04
H -4.560 1.203 1.597 -0.09 -0.08 -0.22
H -2.221 0.419 1.751 -0.33 -0.10 -0.65
H -1.219 -0.866 -0.120 -0.09 0.05 -0.03
H -2.542 -1.336 -2.152 -0.20 0.11 0.02